#A
ORCA calculation (ωB97M-V with the def2-TZVPD basis set) on an isolated molecule of C2H2OS2.

Each line ends with the Mulliken charge.
Geometry (Å):
O -1.472 -0.960 -0.571  -0.4102
C -0.648 -0.274 -0.091  0.5935
S -1.269 1.266 0.428  -0.2385
C 0.789 -0.569 -0.336  -0.2272
S 2.162 0.045 -0.071  -0.2401
H -0.325 1.921 1.498  0.1659
H 0.764 -1.428 -0.857  0.3565

Results
- net charge = 0
- frontier orbital gap (eV) = 8.0
- E_LUMO (eV) = -1.46
- highest occupied orbital energy (hartree) = -0.347


#B
ORCA calculation (ωB97M-V with the def2-TZVPD basis set) on an isolated molecule of C2H2OS2.

Each line ends with the Mulliken charge.
Geometry (Å):
C -0.367 -0.869 -0.222  -0.1323
C -0.238 0.508 -0.300  -0.2925
O 1.997 0.525 0.967  -0.4543
S -1.922 -1.251 0.092  -0.2184
S 1.149 1.421 0.160  0.3852
H 0.412 -1.565 -0.332  0.3628
H -1.031 1.230 -0.365  0.3494

Results
- net charge = 0
- frontier orbital gap (spin up / spin down) (eV) = 7.3 / 6.9
- E_LUMO (spin up / spin down) (eV) = -1.82 / -2.02
- highest occupied orbital energy (spin up / spin down) (hartree) = -0.335 / -0.329


Stability, lowest: #B


#A
ORCA calculation (ωB97M-V with the def2-TZVPD basis set) on an isolated molecule of C6H9N3O2.

Each line ends with the Mulliken charge.
Geometry (Å):
C -0.038 0.642 1.708  -1.4856
C 0.326 0.521 0.291  1.4413
C -0.822 0.959 -0.806  -0.7845
C -0.502 -0.528 -1.386  -0.5746
N 0.325 -0.840 -0.261  -0.6228
C 2.057 -0.841 -0.748  0.1801
C 2.724 -1.770 0.261  0.4105
O 3.858 -2.114 0.137  -0.5365
O 2.017 -2.131 1.323  -0.4958
N 2.456 0.476 -0.456  -0.3601
N 1.604 1.165 0.065  -0.3412
H 0.544 0.029 2.355  0.3207
H -1.160 0.322 1.646  0.3014
H 0.068 1.628 2.095  0.3659
H -0.497 1.830 -1.343  0.3210
H -1.846 0.985 -0.517  0.3133
H -1.254 -1.310 -1.405  0.3284
H -0.230 -0.598 -2.403  0.3039
H 2.201 -1.129 -1.724  0.4340
H 1.044 -1.691 1.310  0.4804

Results
- net charge = 0
- frontier orbital gap (eV) = 10.4
- E_LUMO (eV) = 0.32
- highest occupied orbital energy (hartree) = -0.369


#B
ORCA calculation (ωB97M-V with the def2-TZVPD basis set) on an isolated molecule of C6H9N3O2.

Each line ends with the Mulliken charge.
Geometry (Å):
H -2.277 -2.448 0.699  0.2134
N -1.393 -2.024 0.445  -0.5584
C -1.539 -0.874 -0.052  0.2861
N -2.727 -0.217 -0.299  -0.4196
C -0.373 -0.070 -0.638  0.5038
C 0.076 1.189 -0.045  -0.7597
C 1.332 1.614 0.103  -0.1572
C 2.618 0.922 0.024  -0.5283
C 2.749 -0.376 -0.115  -0.2956
N 1.586 -1.165 0.094  -0.0290
O 1.952 -2.532 0.086  -0.4592
O 0.699 -0.909 -1.012  -0.2714
H -2.834 0.691 -0.811  0.1990
H -3.621 -0.587 -0.218  0.1669
H -0.904 -0.019 -1.697  0.3168
H -0.646 1.913 0.018  0.3220
H 1.539 2.604 0.343  0.3856
H 3.374 1.674 -0.037  0.3435
H 3.761 -0.784 -0.266  0.3763
H 1.524 -2.816 0.893  0.3652

Results
- net charge = 0
- frontier orbital gap (eV) = 9.4
- E_LUMO (eV) = 0.72
- highest occupied orbital energy (hartree) = -0.317


Stability, lowest: #B


#A
ORCA calculation (ωB97M-V with the def2-TZVPD basis set) on a structure of composition C10H17F3N3OsS2.

Each line ends with the Mulliken charge.
Geometry (Å):
Os 0.535 0.547 0.195  1.1402
C 0.394 -1.925 2.135  -0.4090
C 0.512 -2.320 -0.411  -0.0004
N 0.564 -1.190 -1.322  -0.3217
C -0.598 -1.049 -2.229  -0.7928
C -1.885 -0.885 -1.443  -0.5674
S -1.711 0.422 -0.168  -0.0512
C -2.319 -0.440 1.337  -0.5086
C -1.371 -0.164 2.483  -0.9539
N 0.038 -0.454 2.077  -0.3493
H 0.927 -2.145 3.057  0.4540
H -0.519 -2.519 2.118  0.3463
H -0.378 -2.933 -0.451  0.4042
H 1.962 -1.337 0.818  0.6985
H 1.426 -1.163 -1.861  0.3421
H -0.698 -1.906 -2.899  0.4046
H -0.407 -0.166 -2.836  0.3626
H -2.168 -1.800 -0.926  0.3921
H -2.706 -0.597 -2.097  0.5411
H -2.405 -1.500 1.101  0.3916
H -3.311 -0.048 1.554  0.5414
H -1.644 -0.758 3.357  0.4569
H -1.419 0.885 2.763  0.4143
H 0.627 0.015 2.763  0.4093
F 1.167 2.030 2.572  -0.2622
C 0.536 2.275 1.385  0.5712
F -0.685 2.758 1.698  -0.2306
F 1.209 3.290 0.818  -0.2400
C 2.051 3.465 -3.049  -0.9850
C 1.565 2.448 -2.144  0.7450
N 1.178 1.654 -1.412  -0.5033
H 2.503 4.268 -2.465  0.3302
H 1.217 3.860 -3.631  0.3186
H 2.795 3.034 -3.719  0.3427
S 1.822 -3.523 -0.047  0.0037
C 1.197 -2.130 0.882  -1.4352

Results
- net charge = +2
- frontier orbital gap (spin up / spin down) (eV) = 7.5 / 7.0
- 2S+1 = 2
- E_LUMO (spin up / spin down) (eV) = -8.31 / -8.90
- highest occupied orbital energy (spin up / spin down) (hartree) = -0.582 / -0.585
- ⟨S²⟩ = 0.754


#B
ORCA calculation (ωB97M-V with the def2-TZVPD basis set) on a structure of composition C10H17F3N3OsS2.

Each line ends with the Mulliken charge.
Geometry (Å):
Os -0.069 -0.732 -0.206  1.0658
C 1.990 0.176 2.001  -0.3518
C -0.325 1.185 2.095  -0.4803
N -1.243 0.806 1.079  -0.3105
C -1.768 1.859 0.198  -0.8159
C -0.602 2.467 -0.558  -0.5507
S 0.384 1.163 -1.423  -0.0510
C 2.106 1.545 -0.861  -0.5390
C 2.768 0.274 -0.387  -0.9187
N 1.911 -0.407 0.617  -0.3722
H 2.671 -0.381 2.645  0.4568
H 2.363 1.199 1.936  0.3351
H -0.153 2.231 2.320  0.5030
H 0.161 -0.834 2.323  0.5048
H -2.010 0.235 1.433  0.3923
H -2.324 2.631 0.733  0.3916
H -2.450 1.372 -0.497  0.3751
H 0.088 3.025 0.071  0.3973
H -0.985 3.144 -1.320  0.5302
H 2.047 2.345 -0.125  0.4198
H 2.655 1.921 -1.724  0.5451
H 3.765 0.480 0.008  0.4511
H 2.887 -0.403 -1.227  0.4080
H 2.284 -1.353 0.686  0.4289
F 1.783 -2.894 -0.597  -0.2635
C 0.893 -2.195 -1.364  0.5946
F 1.607 -1.700 -2.405  -0.2302
F 0.053 -3.100 -1.889  -0.2360
C -3.867 -2.743 -1.893  -0.9635
C -2.778 -1.995 -1.293  0.7465
N -1.913 -1.407 -0.822  -0.5047
H -3.501 -3.729 -2.183  0.3283
H -4.224 -2.213 -2.776  0.3193
H -4.679 -2.848 -1.173  0.3411
S -0.108 0.700 4.041  -0.0037
C 0.580 0.174 2.537  -0.9432

Results
- net charge = +2
- frontier orbital gap (spin up / spin down) (eV) = 7.0 / 6.5
- 2S+1 = 2
- E_LUMO (spin up / spin down) (eV) = -8.55 / -9.09
- highest occupied orbital energy (spin up / spin down) (hartree) = -0.572 / -0.573
- ⟨S²⟩ = 0.755


Stability, lowest: #B